(1)
{"formula": "H2O2P", "method": "ωB97M-V with the def2-TZVPD basis set", "smiles": "O=[PH2][O-]", "homo_lumo_gap_ev": 9.075, "total_charge": -1, "elements": ["O", "O", "P", "H", "H"], "positions_angstrom": [[-0.45, 1.42, 0.04], [-1.17, -1.11, -0.06], [0.04, 0.01, -0.01], [0.69, -0.39, 1.21], [0.88, 0.08, -1.18]]}



(2)
{"formula": "C38H41ClCsN4O4Sb", "method": "ωB97M-V with the def2-TZVPD basis set", "homo_lumo_gap_ev": 5.922, "total_charge": -2, "elements": ["Cs", "O", "C", "C", "C", "C", "C", "C", "C", "N", "C", "C", "N", "C", "C", "C", "C", "C", "C", "C", "O", "H", "H", "H", "H", "H", "H", "H", "H", "H", "H", "H", "H", "H", "H", "Cl", "C", "C", "C", "C", "O", "C", "C", "O", "C", "H", "H", "H", "H", "N", "C", "C", "C", "C", "C", "C", "C", "C", "N", "C", "H", "H", "H", "H", "H", "H", "H", "H", "C", "C", "Sb", "C", "C", "C", "C", "H", "H", "H", "H", "H", "H", "H", "H", "H", "H", "H", "H", "H", "H", "H"], "positions_angstrom": [[-0.29, 0.37, 0.05], [-1.23, 0.66, -2.31], [-2.45, 1.09, -2.31], [-2.87, 2.11, -3.21], [-4.13, 2.66, -3.13], [-5.05, 2.22, -2.17], [-4.68, 1.20, -1.31], [-3.41, 0.62, -1.36], [-3.07, -0.47, -0.37], [-3.62, -0.56, 0.77], [-3.28, -1.66, 1.70], [-1.87, -2.27, 1.72], [-0.88, -1.30, 2.22], [-0.40, -1.38, 3.39], [0.56, -0.43, 4.03], [0.70, -0.57, 5.41], [1.54, 0.23, 6.16], [2.28, 1.21, 5.50], [2.19, 1.38, 4.13], [1.35, 0.56, 3.32], [1.31, 0.67, 2.05], [-2.14, 2.46, -3.94], [-4.41, 3.45, -3.82], [-6.05, 2.65, -2.12], [-5.36, 0.82, -0.56], [-2.31, -1.18, -0.72], [-3.97, -2.49, 1.49], [-3.51, -1.30, 2.70], [-1.61, -2.62, 0.72], [-1.90, -3.15, 2.38], [-0.72, -2.21, 4.05], [0.12, -1.35, 5.90], [1.62, 0.10, 7.24], [2.94, 1.86, 6.06], [2.77, 2.14, 3.62], [-2.60, -7.25, -5.31], [-2.72, -6.29, -3.84], [-3.96, -6.21, -3.17], [-4.08, -5.48, -2.03], [-2.98, -4.75, -1.42], [-3.13, -4.12, -0.36], [-1.74, -4.84, -2.17], [-0.50, -4.18, -1.78], [-0.30, -3.43, -0.85], [-1.65, -5.61, -3.34], [-4.82, -6.73, -3.57], [-5.03, -5.41, -1.51], [0.35, -4.44, -2.45], [-0.69, -5.66, -3.85], [0.75, 2.78, -2.16], [0.33, 4.08, -2.19], [0.96, 5.08, -2.89], [0.46, 6.40, -2.89], [-0.67, 6.74, -2.21], [-1.34, 5.74, -1.45], [-2.52, 6.00, -0.71], [-3.10, 5.00, 0.01], [-2.47, 3.73, 0.03], [-1.38, 3.46, -0.63], [-0.83, 4.44, -1.40], [1.51, 2.58, -2.79], [0.02, 2.06, -2.14], [1.85, 4.86, -3.48], [0.99, 7.15, -3.47], [-1.07, 7.75, -2.24], [-2.96, 6.99, -0.75], [-4.01, 5.15, 0.57], [-2.90, 2.93, 0.62], [4.65, -2.64, 2.37], [3.33, -1.90, 2.18], [2.92, -0.98, 0.27], [4.03, 0.85, 0.48], [5.08, 0.94, 1.57], [4.42, -2.10, -0.85], [5.88, -1.67, -0.85], [4.73, -3.05, 3.38], [5.51, -1.98, 2.22], [4.77, -3.48, 1.68], [3.24, -1.12, 2.94], [2.49, -2.57, 2.36], [3.25, 1.59, 0.64], [4.48, 1.06, -0.50], [4.67, 0.68, 2.55], [5.50, 1.94, 1.66], [5.92, 0.25, 1.39], [4.04, -2.09, -1.88], [4.32, -3.13, -0.52], [6.01, -0.64, -1.18], [6.50, -2.29, -1.51], [6.33, -1.73, 0.14]]}



(3)
{"formula": "C15H29FN2O2Si2", "method": "ωB97M-V with the def2-TZVPD basis set", "homo_lumo_gap_ev": 2.420, "total_charge": 0, "elements": ["C", "C", "F", "C", "C", "N", "C", "C", "C", "C", "C", "O", "O", "H", "H", "H", "H", "H", "H", "H", "H", "H", "H", "H", "C", "Si", "C", "C", "N", "Si", "C", "C", "C", "H", "H", "H", "H", "H", "H", "H", "H", "H", "H", "H", "H", "H", "H", "H", "H", "H", "H"], "positions_angstrom": [[-3.55, 1.00, -4.18], [-2.12, 1.40, -4.59], [-2.14, 1.66, -5.95], [-1.14, 0.28, -4.35], [-0.47, -0.23, -5.45], [0.43, -1.23, -5.29], [1.16, -1.73, -6.48], [0.67, -1.77, -4.10], [0.03, -1.30, -2.97], [-0.87, -0.25, -3.09], [-1.51, 0.31, -1.87], [-1.08, 1.33, -1.45], [-2.53, -0.36, -1.32], [-3.61, -0.08, -4.08], [-3.76, 1.40, -3.20], [-4.26, 1.37, -4.90], [-1.80, 2.29, -4.06], [-0.64, 0.15, -6.44], [1.28, -0.90, -7.16], [2.13, -2.05, -6.15], [0.61, -2.53, -6.97], [1.38, -2.58, -4.01], [0.23, -1.71, -2.00], [-3.10, 0.31, -0.91], [0.74, 2.31, 1.28], [0.63, 0.77, 2.37], [1.58, -0.60, 1.46], [-1.20, 0.26, 2.40], [1.25, 1.15, 3.87], [1.37, 0.10, 5.18], [2.47, -1.42, 4.85], [-0.30, -0.54, 5.80], [2.16, 1.04, 6.62], [0.34, 2.10, 0.28], [0.16, 3.13, 1.71], [1.78, 2.63, 1.17], [1.29, -0.65, 0.40], [1.38, -1.59, 1.90], [2.65, -0.42, 1.51], [-1.78, 0.97, 3.01], [-1.34, -0.74, 2.82], [-1.63, 0.25, 1.39], [1.97, -2.14, 4.21], [2.71, -1.93, 5.79], [3.40, -1.11, 4.38], [-1.01, 0.28, 5.90], [-0.20, -1.02, 6.79], [-0.72, -1.29, 5.13], [1.55, 1.90, 6.89], [3.16, 1.39, 6.34], [2.26, 0.40, 7.51]]}



(4)
{"formula": "C21H33N6OS6Sr", "method": "ωB97M-V with the def2-TZVPD basis set", "homo_lumo_gap_ev": 5.672, "total_charge": -1, "elements": ["Sr", "N", "C", "C", "N", "C", "C", "N", "C", "C", "N", "H", "H", "H", "H", "H", "H", "H", "H", "H", "H", "H", "H", "H", "H", "H", "H", "H", "H", "C", "C", "N", "C", "C", "C", "S", "N", "C", "O", "C", "C", "C", "C", "C", "C", "H", "H", "H", "H", "H", "H", "H", "H", "H", "H", "H", "H", "H", "H", "H", "S", "C", "S", "C", "C", "S", "S", "S"], "positions_angstrom": [[1.22, -0.27, -0.95], [-0.63, 1.49, -1.96], [-1.23, 1.07, -3.21], [-1.64, -0.39, -3.13], [-0.51, -1.32, -2.98], [-0.99, -2.62, -2.50], [0.10, -3.50, -1.89], [0.59, -2.91, -0.64], [0.25, -1.45, -4.24], [1.59, -0.73, -4.28], [2.46, -1.22, -3.21], [-1.29, 1.43, -1.19], [-0.25, 2.42, -2.00], [-0.51, 1.23, -4.01], [-2.13, 1.65, -3.49], [-2.23, -0.66, -4.02], [-2.28, -0.51, -2.26], [-1.48, -3.17, -3.32], [-1.74, -2.44, -1.73], [0.95, -3.59, -2.57], [-0.32, -4.50, -1.77], [1.41, -3.39, -0.29], [-0.13, -2.90, 0.07], [-0.37, -1.11, -5.08], [0.44, -2.52, -4.41], [1.48, 0.34, -4.12], [2.01, -0.87, -5.28], [3.26, -0.62, -3.07], [2.79, -2.16, -3.38], [-5.25, 0.36, 1.06], [-4.50, -0.59, 1.98], [-3.32, 0.00, 2.59], [-3.49, 0.70, 3.86], [-3.52, 2.22, 3.73], [-2.09, -0.04, 2.00], [-1.94, -0.82, 0.47], [-1.13, 0.53, 2.74], [0.09, 0.80, 2.28], [0.49, 0.76, 1.10], [1.07, 1.28, 3.32], [2.42, 1.39, 2.97], [3.34, 1.80, 3.92], [2.93, 2.13, 5.20], [1.59, 2.03, 5.55], [0.67, 1.60, 4.61], [-6.10, -0.15, 0.61], [-4.58, 0.69, 0.26], [-5.62, 1.23, 1.60], [-4.19, -1.47, 1.43], [-5.15, -0.92, 2.80], [-2.68, 0.41, 4.53], [-4.43, 0.34, 4.29], [-2.58, 2.57, 3.31], [-3.66, 2.68, 4.71], [-4.34, 2.54, 3.09], [2.73, 1.13, 1.97], [4.39, 1.87, 3.64], [3.66, 2.47, 5.93], [1.27, 2.29, 6.55], [-0.38, 1.51, 4.86], [8.28, -0.06, -3.68], [6.85, 0.10, -2.83], [6.35, -0.97, -1.59], [4.81, -0.23, -1.18], [4.50, 0.88, -1.90], [3.07, 1.89, -1.85], [5.70, 1.34, -3.10], [3.93, -1.04, 0.10]]}



(5)
{"formula": "C15H23CoSe3SiTe", "method": "ωB97M-V with the def2-TZVPD basis set", "multiplicity": 2, "homo_lumo_gap_ev": [6.522, 6.665], "total_charge": -1, "elements": ["Co", "C", "C", "C", "C", "C", "C", "C", "C", "C", "C", "H", "H", "H", "H", "H", "H", "H", "H", "H", "H", "H", "H", "H", "H", "Se", "Se", "Te", "Se", "C", "Si", "C", "C", "C", "C", "H", "H", "H", "H", "H", "H", "H", "H", "H"], "positions_angstrom": [[0.35, 1.28, -0.67], [3.22, 1.41, 4.27], [2.71, 2.09, 3.00], [3.78, 2.13, 1.92], [1.44, 1.43, 2.50], [0.28, 2.16, 2.32], [-0.90, 1.56, 1.88], [-0.95, 0.20, 1.62], [-2.24, -0.46, 1.21], [0.23, -0.54, 1.76], [1.40, 0.06, 2.20], [4.08, 1.96, 4.68], [3.55, 0.39, 4.06], [2.45, 1.37, 5.04], [2.44, 3.12, 3.26], [4.05, 1.12, 1.60], [4.69, 2.61, 2.30], [3.44, 2.66, 1.04], [0.29, 3.23, 2.51], [-1.79, 2.17, 1.75], [-2.32, -0.51, 0.13], [-3.10, 0.09, 1.61], [-2.29, -1.49, 1.59], [0.23, -1.59, 1.52], [2.30, -0.53, 2.28], [2.58, 0.97, -1.51], [2.96, 3.22, -2.09], [0.74, 3.78, -3.11], [-0.64, 3.47, -1.04], [-2.25, -3.79, -1.93], [-2.05, -2.29, -3.05], [-1.16, -2.82, -4.62], [-3.76, -1.66, -3.51], [-1.12, -1.00, -2.19], [-0.51, -0.10, -1.63], [-2.83, -4.58, -2.42], [-2.76, -3.52, -1.00], [-1.28, -4.21, -1.67], [-1.71, -3.60, -5.15], [-0.17, -3.21, -4.38], [-1.03, -1.97, -5.28], [-4.35, -2.43, -4.02], [-3.68, -0.80, -4.17], [-4.31, -1.35, -2.62]]}



(6)
{"formula": "C7H14N3O2", "method": "ωB97M-V with the def2-TZVPD basis set", "homo_lumo_gap_ev": 8.435, "total_charge": 1, "elements": ["C", "C", "C", "C", "C", "C", "C", "N", "N", "N", "O", "O", "H", "H", "H", "H", "H", "H", "H", "H", "H", "H", "H", "H", "H", "H"], "positions_angstrom": [[-0.32, 0.61, -0.17], [-0.75, -2.46, 1.49], [0.68, -2.63, 1.05], [-1.35, -1.40, 0.60], [1.03, -1.09, 0.84], [-1.35, 2.55, -1.12], [1.53, 1.98, -0.20], [-0.26, -0.58, 0.28], [-1.29, 1.19, -0.81], [1.87, 1.44, -1.52], [1.36, 1.85, -2.52], [2.60, 0.46, -1.49], [-1.29, -3.44, 1.49], [-0.95, -2.16, 2.49], [1.21, -3.30, 1.69], [0.59, -2.95, 0.01], [-1.75, -1.78, -0.38], [-2.12, -0.86, 1.10], [1.47, -0.63, 1.67], [1.64, -0.81, -0.09], [-0.92, 3.31, -0.34], [-0.64, 2.85, -1.83], [-2.36, 2.81, -1.26], [2.15, 1.53, 0.49], [1.10, 2.92, -0.06], [-1.88, 0.60, -1.39]]}



(7)
{"formula": "C6H10NS", "method": "ωB97M-V with the def2-TZVPD basis set", "smiles": "[NH3+]/C=C/C=C\\C=C/S", "homo_lumo_gap_ev": 7.968, "total_charge": 1, "elements": ["C", "C", "C", "C", "C", "C", "N", "S", "H", "H", "H", "H", "H", "H", "H", "H", "H", "H"], "positions_angstrom": [[-0.35, -1.67, 0.64], [-1.54, -1.50, 0.01], [0.88, -0.90, 0.70], [-2.14, -0.31, -0.53], [1.33, -0.18, -0.36], [-1.76, 0.97, -0.37], [2.57, 0.69, -0.25], [-0.63, 1.82, 0.71], [-0.22, -2.51, 1.35], [-2.19, -2.45, 0.14], [1.68, -1.14, 1.51], [-3.11, -0.37, -0.94], [0.55, 0.08, -1.06], [-2.54, 1.71, -0.65], [2.11, 1.57, -0.27], [3.02, 0.69, -1.17], [3.19, 0.53, 0.55], [-0.85, 2.98, -0.01]]}



(8)
{"formula": "C40H90N10O16S", "method": "ωB97M-V with the def2-TZVPD basis set", "multiplicity": 2, "homo_lumo_gap_ev": [1.844, 9.008], "total_charge": -1, "elements": ["C", "C", "O", "N", "C", "H", "H", "H", "H", "H", "H", "H", "C", "C", "O", "N", "C", "H", "H", "H", "H", "H", "H", "H", "C", "C", "O", "N", "C", "H", "H", "H", "H", "H", "H", "H", "C", "C", "O", "N", "C", "H", "H", "H", "H", "H", "H", "H", "C", "C", "O", "N", "C", "H", "H", "H", "H", "H", "H", "H", "C", "C", "O", "N", "C", "H", "H", "H", "H", "H", "H", "H", "C", "C", "O", "N", "C", "H", "H", "H", "H", "H", "H", "H", "C", "C", "O", "N", "C", "H", "H", "H", "H", "H", "H", "H", "C", "C", "O", "N", "C", "H", "H", "H", "H", "H", "H", "H", "C", "C", "O", "N", "C", "H", "H", "H", "H", "H", "H", "H", "C", "C", "O", "S", "O", "O", "O", "H", "H", "H", "H", "C", "C", "C", "O", "C", "H", "H", "H", "H", "H", "H", "H", "H", "C", "C", "C", "O", "C", "H", "H", "H", "H", "H", "H", "H", "H"], "positions_angstrom": [[-1.85, 1.89, -2.82], [-2.04, 2.83, -4.02], [-3.07, 3.46, -4.13], [-1.03, 2.97, -4.90], [-1.16, 3.85, -6.07], [-2.59, 1.12, -3.04], [-2.11, 2.31, -1.84], [-0.82, 1.53, -2.81], [-0.15, 2.50, -4.72], [-1.17, 3.36, -7.04], [-0.34, 4.56, -6.21], [-2.00, 4.53, -6.19], [3.32, 1.40, -2.88], [2.59, 1.90, -4.09], [1.55, 1.40, -4.43], [3.24, 2.79, -4.89], [2.83, 3.29, -6.23], [4.34, 1.74, -2.69], [3.30, 0.32, -2.96], [2.63, 1.64, -2.06], [3.65, 3.46, -4.26], [1.89, 3.83, -6.18], [2.60, 2.50, -6.95], [3.66, 3.85, -6.67], [-2.38, -4.54, -1.90], [-1.82, -3.80, -3.12], [-1.78, -4.41, -4.23], [-1.38, -2.60, -2.91], [-0.82, -1.72, -3.85], [-2.81, -3.77, -1.26], [-1.72, -5.25, -1.39], [-3.21, -5.18, -2.18], [-1.15, -2.20, -2.01], [0.26, -1.79, -3.78], [-1.07, -0.70, -3.54], [-1.19, -2.05, -4.82], [0.37, 1.65, 7.40], [-1.08, 1.69, 6.85], [-2.02, 2.21, 7.49], [-1.20, 0.99, 5.72], [-2.42, 1.12, 4.87], [0.22, 1.71, 8.48], [1.09, 2.32, 6.91], [0.76, 0.64, 7.25], [-0.35, 0.58, 5.36], [-3.01, 1.95, 5.25], [-2.85, 0.16, 5.13], [-2.20, 1.18, 3.80], [1.84, 1.04, 2.98], [1.19, -0.15, 3.70], [1.20, -0.21, 4.86], [0.75, -1.15, 2.89], [0.38, -2.43, 3.40], [1.10, 1.81, 3.17], [1.80, 0.87, 1.90], [2.89, 1.14, 3.25], [0.85, -1.05, 1.89], [0.90, -2.59, 4.34], [0.76, -3.19, 2.72], [-0.68, -2.52, 3.66], [-7.17, 0.25, -0.94], [-5.97, -0.53, -1.48], [-4.90, -0.43, -0.81], [-6.26, -1.36, -2.50], [-5.18, -2.16, -3.11], [-7.77, 0.80, -1.67], [-6.75, 1.05, -0.34], [-7.75, -0.46, -0.35], [-7.21, -1.71, -2.54], [-5.19, -3.19, -2.74], [-4.20, -1.70, -2.96], [-5.26, -2.13, -4.19], [1.56, -0.81, -0.88], [0.13, -0.72, -0.28], [-0.45, -1.72, 0.18], [-0.58, 0.44, -0.28], [-1.87, 0.73, 0.49], [2.17, 0.02, -0.51], [1.55, -0.86, -1.96], [1.91, -1.79, -0.56], [-0.14, 1.22, -0.74], [-1.75, 1.71, 0.95], [-2.21, 0.13, 1.34], [-2.71, 0.85, -0.21], [1.43, 4.43, 1.34], [1.05, 4.35, -0.08], [0.31, 3.38, -0.37], [1.75, 5.14, -0.87], [1.40, 5.38, -2.22], [2.19, 3.73, 1.69], [0.60, 4.42, 2.05], [2.00, 5.34, 1.53], [2.33, 5.84, -0.43], [1.60, 6.44, -2.37], [0.39, 5.28, -2.61], [2.08, 4.89, -2.92], [4.98, -2.12, -0.17], [4.47, -2.08, 1.26], [3.41, -1.59, 1.54], [5.31, -2.58, 2.22], [4.91, -2.50, 3.65], [5.85, -1.51, -0.41], [4.13, -1.62, -0.64], [5.00, -3.16, -0.51], [6.02, -3.27, 2.02], [4.75, -3.53, 3.95], [3.96, -1.97, 3.69], [5.68, -2.28, 4.39], [-5.28, 3.09, 2.95], [-5.54, 1.61, 2.81], [-4.72, 0.91, 2.27], [-6.73, 1.17, 3.27], [-7.24, -0.19, 3.34], [-5.87, 3.72, 3.61], [-5.16, 3.57, 1.98], [-4.32, 3.26, 3.46], [-7.23, 1.81, 3.86], [-8.31, -0.10, 3.52], [-6.69, -0.68, 4.15], [-6.96, -0.59, 2.37], [-3.08, -3.22, 1.82], [-4.02, -2.14, 2.36], [-4.86, -2.78, 3.27], [-4.36, -4.35, 3.55], [-4.98, -5.29, 2.61], [-4.39, -4.63, 4.96], [-2.95, -4.08, 2.97], [-2.11, -2.94, 1.42], [-3.65, -3.70, 1.03], [-4.72, -1.72, 1.64], [-3.44, -1.34, 2.83], [2.54, -5.47, -2.59], [2.57, -4.01, -2.21], [3.35, -3.27, -3.29], [3.88, -4.45, -3.98], [3.98, -5.58, -3.11], [1.76, -5.59, -3.34], [2.32, -6.16, -1.77], [3.16, -3.79, -1.32], [1.54, -3.68, -2.11], [4.20, -2.80, -2.79], [2.93, -2.50, -3.93], [4.75, -5.48, -2.35], [4.25, -6.51, -3.60], [6.08, 1.66, -0.10], [6.57, 1.39, 1.25], [6.30, 2.70, 1.91], [5.23, 3.36, 1.21], [4.81, 2.49, 0.10], [6.00, 0.73, -0.66], [6.94, 2.11, -0.60], [7.66, 1.31, 1.35], [6.02, 0.59, 1.74], [7.22, 3.29, 1.92], [5.87, 2.52, 2.89], [4.64, 3.14, -0.76], [3.99, 1.78, 0.24]]}



Ordered electronic energy results: -13417.91102, -73830.96064, -41572.76119, -99155.67207, -264767.81860, -16037.87700, -18699.70231, -101433.86505; unit eV.